1.
This record from the Open Molecules 2025 dataset describes a structure of composition C20H24N4O8STc. The level of theory is the ωB97M-V functional and the def2-TZVPD basis.

The geometry in XYZ format:
```
58
Properties=species:S:1:pos:R:3:forces:R:3
Tc 0.730576 -0.760762 1.232553 0.82 1.22 -1.92
S -1.178724 1.136338 -0.673247 -0.76 0.41 -0.82
O 0.118476 1.197738 1.571253 0.36 -1.70 3.10
O 2.203176 -0.593462 2.730353 -0.27 -0.15 0.31
O 1.422876 -2.565262 0.708853 -0.35 -0.32 0.57
O -1.227724 -1.273962 0.488853 -0.74 -1.02 1.28
O -0.360424 3.177838 0.726553 -0.15 1.26 0.95
O -3.227124 -2.061762 1.135953 0.69 0.01 0.68
O 1.764976 -0.121762 -0.282947 -1.05 0.99 0.80
O 2.704576 -1.012162 4.829753 0.01 0.11 -0.24
N -0.273824 1.973538 0.655653 0.35 0.35 -3.41
N -0.194924 -1.428262 2.831853 -1.37 -0.60 1.47
N -1.596724 2.450638 -2.908947 -0.10 0.02 0.32
N -2.675224 3.350838 -1.039547 0.42 -0.44 -0.41
C 2.367776 -4.429962 -0.343647 -0.23 -0.01 0.19
C -2.184524 -2.267262 3.878553 0.19 0.21 -0.71
C 4.704876 -1.659762 -2.674647 -0.02 -0.44 0.13
C 2.207776 -2.950462 -0.188647 0.83 0.03 -0.87
C -1.495424 -1.820362 2.751253 0.76 -0.15 1.65
C 2.695476 -0.630162 -1.010347 1.40 -1.27 -0.99
C 0.455176 -1.475962 4.011153 -0.46 -0.06 -0.19
C 4.475976 -0.283362 -2.624847 -0.29 -0.21 0.10
C -1.519024 -2.310062 5.091553 0.63 0.11 0.13
C 2.951376 -2.046762 -1.037247 -0.42 0.74 0.32
C 3.482376 0.217238 -1.826247 -0.41 -0.07 0.44
C 1.845376 -0.998862 3.841853 0.48 0.15 0.21
C 3.954776 -2.517762 -1.902347 0.30 0.11 -0.31
C -0.355424 1.891938 -3.404947 0.48 -0.12 -0.20
C -1.851724 2.474938 -1.596947 -0.03 -0.49 0.84
C -1.985924 -1.711562 1.396653 -0.23 0.57 -2.70
C -2.965524 4.629138 -1.649647 -0.11 0.54 -0.28
C -3.233024 3.201738 0.282453 -0.29 -0.01 0.72
C -0.177824 -1.917062 5.165353 -0.46 -0.04 -0.27
C -2.655324 2.564038 -3.895947 -0.31 0.14 -0.30
H 1.664776 -4.939162 0.310453 0.01 0.00 0.00
H -3.210324 2.163838 0.608153 0.06 0.06 -0.07
H -2.495424 3.411638 -4.560047 -0.03 0.07 0.00
H 5.480476 -2.045562 -3.314947 0.07 -0.11 -0.06
H -0.418124 0.810638 -3.550847 -0.02 0.03 -0.03
H 5.066976 0.382538 -3.231647 0.10 0.11 -0.05
H -2.315824 4.807238 -2.500647 0.02 0.00 0.01
H -2.655724 1.654338 -4.500247 0.00 0.02 0.01
H 0.452176 2.116938 -2.712547 0.01 -0.04 -0.08
H -0.138324 2.362138 -4.362547 0.03 0.00 -0.01
H -4.007524 4.682538 -1.967647 0.00 -0.02 -0.04
H 3.376876 -4.732462 -0.073447 0.12 -0.01 0.01
H -4.271924 3.533238 0.261853 0.02 -0.01 -0.06
H 4.152576 -3.575462 -1.958747 0.06 -0.13 0.00
H -2.798624 5.408038 -0.902747 0.03 -0.05 -0.07
H 0.335276 -1.946462 6.114453 0.04 -0.02 0.08
H -2.027024 -2.654162 5.977753 -0.06 -0.01 0.10
H 2.190076 -4.734862 -1.371147 0.02 -0.01 -0.11
H -3.432124 -2.000062 0.187453 0.15 0.10 -0.02
H -3.216924 -2.562562 3.790053 -0.14 -0.07 0.00
H 2.361276 -1.315162 5.684653 -0.04 0.03 -0.20
H -2.683324 3.819138 0.997253 -0.06 -0.10 -0.09
H -3.626824 2.649138 -3.416947 0.02 0.07 0.04
H 3.290376 1.275338 -1.778247 -0.07 0.20 0.04
```
Positions in Å, forces in eV/Å.

Calculated values
- Multiplicity: 4
- Total charge: +2
- Gap between HOMO and LUMO (spin up / spin down): 4.330 / 5.693 eV


2.
This record from the Open Molecules 2025 dataset describes a structure of composition C29H30BBrCdI2N8O. The level of theory is the ωB97M-V functional and the def2-TZVPD basis.

The geometry in XYZ format:
```
73
Properties=species:S:1:pos:R:3:forces:R:3
I 6.176289 -3.791519 -3.971828 -0.05 0.03 0.03
I 0.236716 -3.556093 -4.651753 0.07 0.01 0.02
Cd 0.497060 -0.186437 -0.548459 0.16 -0.36 -0.17
Br -3.962069 -3.865544 -2.607164 0.00 -0.01 -0.01
O 0.603563 -1.605377 -2.206008 0.14 -0.05 -0.11
N -2.006306 1.356812 0.112081 0.21 0.11 -0.03
N 0.138148 2.666392 0.576167 -0.11 -0.10 0.01
N -0.540497 0.796193 2.155766 0.10 0.08 -0.12
N -1.538951 -2.095357 0.188516 0.07 -0.12 -0.22
N 2.796341 -0.840432 -0.789218 -0.10 -0.13 -0.18
N 0.977665 2.051120 -0.302514 0.03 0.28 0.15
N -1.514556 0.752588 -1.011539 -0.32 0.17 0.23
N 0.316703 -0.151724 1.692851 -0.15 0.16 0.19
C 2.949166 2.602405 -1.666139 -0.01 0.01 0.06
C 1.884259 2.943057 -0.673120 0.02 -0.01 -0.04
C -2.543084 0.494796 -1.806548 -0.03 -0.03 0.01
C -0.747483 0.615823 3.473223 -0.06 -0.04 0.01
C -4.044550 -3.302344 0.185213 -0.02 0.01 0.09
C 4.241080 -2.154260 -2.224346 -0.02 0.06 0.09
C 0.526160 3.944656 0.760374 -0.02 -0.02 0.03
C 3.203135 -3.418058 -3.999740 -0.02 0.05 0.06
C -3.346010 1.468445 0.016396 -0.01 -0.03 0.02
C 0.640046 -0.936072 2.710334 -0.03 -0.08 0.01
C 3.831805 -0.454148 -0.088328 -0.05 0.06 0.06
C 5.137928 -0.867364 -0.389996 0.05 0.01 0.03
C 1.755047 -2.059823 -2.557645 -0.04 0.02 0.04
C -3.504083 -2.790196 1.354165 -0.03 -0.01 -0.01
C 1.553382 -2.103953 2.528567 -0.03 0.04 0.02
C -4.199676 2.058423 1.090470 0.01 -0.01 -0.04
C -2.355096 -0.141274 -3.144873 0.00 0.01 0.03
C 1.644744 4.160575 -0.019075 0.04 0.04 -0.05
C -0.184973 4.896650 1.665591 0.01 -0.03 -0.02
C -3.294747 -3.198912 -0.970018 -0.01 -0.01 -0.04
C -2.047717 -2.597044 -0.937989 0.06 -0.04 0.09
C -1.636423 1.494607 4.291210 0.02 -0.02 -0.01
C -3.729718 0.927672 -1.195408 -0.03 -0.01 -0.02
C 2.961511 -1.678479 -1.846990 0.05 0.05 0.08
C -2.252684 -2.195918 1.307379 0.03 0.16 0.01
C 4.332230 -3.035617 -3.327487 0.12 -0.08 -0.09
C 5.336140 -1.706241 -1.448844 -0.01 -0.05 -0.06
C -0.017527 -0.492027 3.867438 0.05 0.02 0.03
C 1.941431 -2.941499 -3.618367 -0.12 0.00 -0.03
B -1.067576 1.928371 1.215960 0.00 -0.05 -0.03
H 5.966650 -0.521990 0.213101 -0.02 0.00 -0.01
H -1.665422 1.124877 5.314436 -0.01 0.01 0.00
H 2.201557 5.079023 -0.113280 -0.03 -0.03 0.00
H -0.211759 4.526060 2.691115 0.00 0.01 -0.01
H 3.631651 0.211486 0.746553 0.00 0.00 -0.02
H 0.035039 -0.915468 4.857826 0.01 0.03 -0.03
H -1.805984 -1.770558 2.202092 -0.01 -0.03 -0.05
H -1.214917 5.059167 1.345557 0.01 -0.01 0.00
H -1.435214 -2.520566 -1.830248 -0.01 0.01 0.05
H 3.180882 3.468084 -2.285757 0.00 -0.01 -0.01
H -1.367328 -0.595821 -3.226661 -0.01 0.02 0.00
H -4.732938 0.859890 -1.585710 0.04 0.01 0.01
H -4.191549 1.433444 1.986207 0.00 0.01 -0.01
H -2.458887 0.605843 -3.934271 0.00 -0.02 -0.01
H -1.277461 2.524331 4.307353 0.01 -0.02 0.00
H 2.493398 -1.951298 3.061887 0.00 -0.01 -0.01
H 3.871974 2.289704 -1.173387 0.00 0.01 0.00
H 1.775830 -2.255654 1.472984 -0.01 0.01 -0.01
H -3.860871 3.053589 1.377902 -0.01 -0.01 -0.02
H 2.624312 1.789044 -2.314756 0.00 -0.01 0.01
H 0.332007 5.854384 1.659968 0.00 0.00 0.00
H -3.108271 -0.911911 -3.316467 0.01 0.01 0.00
H -2.654338 1.509967 3.900055 0.01 0.00 0.01
H 3.278896 -4.097596 -4.837821 -0.03 0.01 0.00
H 1.095983 -3.014772 2.915804 0.00 -0.01 0.00
H 6.333364 -2.040116 -1.703896 -0.01 -0.01 0.00
H -5.226617 2.129922 0.737062 0.00 -0.01 0.01
H -4.046472 -2.848457 2.288538 0.01 0.00 -0.02
H -5.020008 -3.769560 0.171613 0.01 0.00 0.00
H -1.690331 2.702081 1.883895 0.05 -0.06 -0.03
```
Positions in Å, forces in eV/Å.

Calculated values
- Gap between HOMO and LUMO: 7.437 eV


3.
This record from the Open Molecules 2025 dataset describes a cluster of 6 separate species, C25H67B2N2O13 in total. The level of theory is the ωB97M-V functional and the def2-TZVPD basis.

The geometry in XYZ format:
```
109
Properties=species:S:1:pos:R:3:forces:R:3
O 1.215912 6.588382 6.484688 -0.08 0.06 0.27
O -8.427372 -2.822534 -4.240774 -0.01 -0.19 -0.15
O 5.414557 -5.546550 2.304666 0.05 0.19 -0.11
O 4.003141 0.443701 -2.335733 0.23 -0.19 -0.08
O -3.113001 -1.175413 -1.753330 -0.07 -0.30 -0.15
O 0.956731 4.761735 8.766192 -0.11 0.07 -0.15
O 4.459041 -3.663111 0.264192 0.10 -0.24 0.03
O -9.764737 -5.315442 -5.018427 0.12 0.09 0.17
O -1.868742 2.642100 0.766185 -0.05 0.49 -0.27
O 6.523314 -0.222731 -3.691880 -0.19 0.00 -0.07
O 1.830719 5.721241 2.686003 -1.16 -0.61 -0.80
O -4.429391 -3.680335 -2.543003 0.07 0.04 0.15
O 3.226611 3.257661 1.188558 -0.34 -0.69 -0.51
N 0.417371 0.911409 -1.622978 -0.81 -0.04 -0.60
N -0.059203 4.172922 2.954210 0.35 1.17 0.74
C -3.571807 -4.341153 -1.629044 -0.04 -0.07 -0.08
C 2.292522 5.859924 7.050564 -0.05 -0.17 -0.37
C -10.421040 -4.200194 -4.433123 -0.05 -0.05 -0.37
C -0.582202 2.470889 0.120394 -0.75 0.74 -0.48
C -7.413645 -3.147863 -5.180305 0.13 0.13 0.07
C -0.794440 1.397455 -0.970602 0.35 -0.37 0.96
C 6.690415 -4.942613 2.169002 0.01 -0.10 0.06
C -8.898466 -5.982601 -4.114246 -0.04 -0.08 -0.06
C 5.230705 1.123876 -2.120672 -0.29 0.27 -0.20
C 4.963144 -4.561023 -0.709571 -0.04 0.14 -0.08
C -9.734195 -2.893521 -4.786596 0.01 0.08 0.37
C -2.084667 -1.493942 -2.680384 0.05 0.11 0.01
C 6.106130 1.097321 -3.359886 0.23 -0.08 0.27
C 4.375171 -4.598232 2.508292 -0.12 -0.33 -0.05
C 5.734664 -0.805192 -4.713521 0.11 -0.02 0.01
C 2.567693 3.837576 0.019436 -0.23 1.09 0.12
C 4.004671 -0.874088 -1.815533 -0.19 0.07 0.09
C 3.626948 -4.297705 1.222530 0.02 0.37 0.09
C -4.411344 -1.255796 -2.313594 0.06 0.10 0.39
C 0.735603 7.616137 7.329967 0.03 0.01 -0.16
C 3.135246 1.857135 1.189753 0.26 0.33 0.07
C -0.411647 4.634194 8.417372 0.01 -0.02 0.10
C 1.824971 4.550939 7.657970 0.17 0.08 0.25
C -5.097521 -2.564299 -1.965205 -0.10 0.02 -0.40
C -0.147294 3.860228 -0.400661 0.52 -0.80 -0.45
B 1.120452 4.587784 0.378572 -0.04 -0.24 -0.89
B 0.932329 4.819573 2.029271 1.27 0.44 0.43
H -6.111293 -2.550930 -2.378337 -0.03 0.03 0.04
H -1.529085 1.743117 -1.701029 0.13 0.16 -0.04
H -2.335299 -2.372019 -3.281164 -0.07 -0.01 0.01
H -1.002464 5.098748 9.207097 0.04 -0.03 0.05
H -0.640574 5.129595 7.471947 0.03 -0.03 -0.02
H -2.887030 -4.964232 -2.203731 -0.05 -0.02 -0.03
H 0.122764 2.102665 0.878196 0.13 -0.08 -0.16
H 2.871353 1.507962 2.195231 0.32 -0.10 0.02
H 2.453637 3.096779 -0.795760 0.18 -0.13 0.32
H 2.697452 4.007641 8.033006 0.02 -0.01 -0.02
H 4.669620 -0.618973 -4.562926 0.00 0.02 0.01
H -1.248307 0.531402 -0.466124 -0.08 0.07 -0.16
H 0.177837 3.694879 -1.452596 -0.09 0.17 0.18
H 7.079929 -4.662807 3.153369 0.05 0.07 -0.02
H -8.302867 -5.282134 -3.525756 -0.02 0.02 -0.01
H 4.982592 2.163662 -1.888711 0.03 0.01 0.05
H -8.223318 -6.607011 -4.697962 -0.05 -0.01 -0.03
H -1.175749 -1.700985 -2.118529 -0.01 0.14 0.03
H -6.500975 -3.367422 -4.626299 -0.02 0.04 0.03
H 0.114170 3.190827 3.057978 -0.15 -0.39 -0.11
H 3.847364 -0.848377 -0.732519 0.07 -0.10 0.02
H 5.587825 1.561387 -4.204214 -0.06 -0.03 0.01
H 6.659192 -4.060522 1.526545 -0.03 0.01 0.01
H 4.103688 1.458338 0.850976 -0.10 -0.43 0.22
H 3.676071 -5.038439 3.225197 -0.03 0.03 0.01
H -11.438737 -4.180934 -4.834369 -0.03 0.03 0.03
H -0.249863 7.910644 6.970158 0.03 0.00 -0.06
H 1.214106 5.704597 -0.109994 -0.05 0.32 -0.11
H 3.179371 -1.416959 -2.277185 -0.05 0.07 0.02
H 3.274180 4.591520 -0.368227 -0.06 -0.21 0.15
H -2.986633 -3.635703 -1.036151 -0.02 0.03 -0.01
H -9.479051 -6.623075 -3.441774 0.05 0.00 0.07
H -9.709593 -2.752651 -5.871182 0.00 -0.07 -0.03
H 5.906637 -1.881481 -4.696577 0.06 0.01 0.00
H -4.374968 -1.116629 -3.398589 -0.01 -0.07 -0.03
H 6.037993 -0.414926 -5.691706 -0.08 -0.01 -0.05
H -1.898083 -0.640935 -3.339183 0.08 -0.03 -0.01
H -1.949156 1.997886 1.457508 -0.06 -0.53 0.45
H 4.191900 -4.775178 -1.457508 0.03 -0.08 -0.02
H -1.029360 4.510280 -0.487528 -0.01 -0.25 0.19
H 4.773096 -3.679084 2.947181 0.00 0.05 -0.06
H 5.806036 -4.078778 -1.203843 -0.04 0.06 0.00
H 1.358281 5.974748 3.479003 0.11 -0.05 0.81
H -5.178694 -2.681967 -0.880738 0.07 0.03 0.03
H 7.360981 -5.675606 1.721371 -0.03 -0.04 0.04
H 3.187115 -5.210586 0.809669 0.05 -0.05 0.02
H 7.011404 1.678984 -3.162005 -0.01 0.02 0.00
H 4.935615 -1.402516 -2.034091 0.03 0.03 0.02
H 2.810697 -3.604928 1.447169 -0.02 -0.02 0.02
H 1.000480 0.406328 -0.981375 0.37 0.14 0.18
H 1.402203 8.484647 7.281753 -0.02 0.04 0.09
H 5.306675 -5.496874 -0.264105 -0.02 -0.01 0.03
H -10.308342 -2.068247 -4.354486 -0.04 0.00 -0.02
H 2.990458 5.637613 6.238535 0.01 -0.02 0.00
H 0.645564 7.284924 8.367007 0.02 -0.02 0.02
H 2.363682 1.476785 0.513738 -0.03 0.09 -0.04
H -4.994622 -0.432682 -1.889918 -0.05 0.00 -0.03
H -7.228849 -2.293394 -5.840076 0.02 -0.05 -0.06
H -10.489131 -4.319274 -3.347920 0.06 0.04 0.03
H -0.684506 3.575934 8.348339 -0.07 0.01 -0.07
H -4.157389 -4.982565 -0.961063 0.05 0.00 0.08
H 2.822708 6.465001 7.793250 -0.04 -0.01 0.08
H 5.762756 0.707007 -1.260475 0.03 -0.05 -0.02
H -7.674082 -4.020660 -5.781899 -0.06 0.00 0.01
H -1.011446 4.336878 2.677605 -0.27 -0.43 -0.33
H 0.917063 1.672200 -2.054405 0.38 0.06 0.12
H 1.339624 3.928660 6.901451 -0.02 0.07 -0.07
```
Positions in Å, forces in eV/Å.

Calculated values
- Total charge: -1
- Gap between HOMO and LUMO: 5.976 eV


Number 1: DFT total energy -56486.5009 eV, largest force on an atom 3.55 eV Å⁻¹. Number 2: DFT total energy -136017.9943 eV, largest force on an atom 0.43 eV Å⁻¹. Number 3: DFT total energy -57956.9463 eV, largest force on an atom 1.53 eV Å⁻¹.